Entry 1:
18
Properties=species:S:1:pos:R:3:forces:R:3:mulliken_charge:R:1 method="wB97M-V/def2-TZVPD" gap_ev=10.1931 total_charge=0 smiles=CC[C@H](N)CN relative_energy_kj_mol=38.7 fmax_ev_per_a=0.8 lumo_energy_ev=1.0
C 0.633 0.142 0.343 -0.1 0.7 0.1 0.2604
C -0.101 0.668 -0.917 0.2 -0.3 -0.1 -0.6733
C 0.154 -1.214 0.901 0.1 -0.3 0.0 -0.5077
C -0.965 -1.907 0.139 -0.1 -0.1 -0.1 -1.1692
N 0.602 1.166 1.406 -0.1 0.3 -0.3 -0.7473
N 0.336 2.032 -1.257 0.2 0.0 -0.1 -0.6459
H 1.692 0.026 0.075 -0.1 0.1 -0.1 0.2249
H -0.361 1.266 1.729 0.1 -0.2 0.0 0.2544
H 0.782 2.061 0.933 0.0 -0.3 0.4 0.3421
H -0.114 2.318 -2.126 0.1 0.0 0.3 0.2430
H 1.339 2.020 -1.449 -0.2 0.0 0.0 0.2181
H 0.094 0.009 -1.769 -0.2 -0.3 0.1 0.3042
H -1.182 0.703 -0.747 0.1 0.0 0.0 0.3370
H 1.017 -1.893 0.933 -0.2 0.1 0.0 0.2470
H -0.164 -1.112 1.947 0.1 0.3 -0.2 0.3363
H -0.686 -2.095 -0.902 -0.1 0.0 0.1 0.3012
H -1.885 -1.315 0.161 0.1 -0.1 -0.1 0.2957
H -1.188 -2.875 0.601 0.0 0.1 -0.1 0.3790

Entry 2:
8
Properties=species:S:1:pos:R:3:forces:R:3:mulliken_charge:R:1 method="wB97M-V/def2-TZVPD" gap_ev=9.5876 total_charge=0 relative_energy_kj_mol=66.7 fmax_ev_per_a=3.9 lumo_energy_ev=0.0
C -0.904 0.383 0.857 0.5 -1.8 -3.4 -0.4514
C -0.760 -0.763 -0.723 -0.6 1.6 3.5 -0.6840
Br -2.201 -0.313 2.036 0.0 0.1 0.0 0.0224
Br -1.292 2.125 0.162 0.1 -0.1 0.2 -0.0250
Br -2.458 -0.713 -1.568 0.1 -0.1 -0.2 -0.0023
I -0.200 -2.673 0.028 0.0 0.3 -0.3 0.1738
H 0.095 0.358 1.282 -0.2 0.0 0.1 0.4639
H 0.011 -0.327 -1.340 0.1 0.0 0.0 0.5027

Entry 3:
87
Properties=species:S:1:pos:R:3:forces:R:3:mulliken_charge:R:1 method="wB97M-V/def2-TZVPD" gap_ev=8.3535 total_charge=+1 fmax_ev_per_a=0.6 lumo_energy_ev=-2.1
Cu 0.498 0.188 0.423 0.1 0.5 0.3 0.6240
C -4.063 -2.776 -0.244 0.1 0.0 -0.1 -1.1732
N -2.892 -2.377 0.524 -0.1 0.2 0.4 0.6205
C -2.311 -3.457 1.327 0.0 0.0 0.0 -1.0574
P -2.644 -0.851 1.108 -0.5 -0.3 -0.2 -0.0819
O -1.242 -0.623 1.500 0.1 0.1 0.1 -1.1684
O -3.137 0.059 -0.138 0.1 0.1 0.1 0.8845
P -2.332 0.814 -1.333 -0.5 0.1 -0.1 -0.4357
O -0.882 0.930 -1.105 0.1 -0.1 -0.1 -0.2291
N -3.107 2.264 -1.331 0.1 -0.3 -0.3 0.5428
C -2.497 3.336 -2.119 0.0 -0.1 0.0 -1.1110
C -4.524 2.454 -1.051 0.0 0.0 0.1 -1.0625
N -2.640 -0.053 -2.705 0.1 0.2 0.4 0.3057
C -3.983 -0.119 -3.261 0.0 0.0 0.0 -0.8709
C -1.847 -1.266 -2.905 0.0 0.0 0.0 -0.7625
N -3.701 -0.486 2.329 0.4 0.0 -0.2 0.1627
C -3.362 0.665 3.169 0.0 0.0 0.0 -0.9007
C -5.136 -0.629 2.122 0.0 -0.1 0.0 -0.8481
H -4.829 -3.237 0.387 0.0 0.0 0.0 0.3813
H -3.765 -3.514 -0.993 0.0 0.0 0.0 0.3538
H -4.492 -1.916 -0.755 0.0 0.0 0.0 0.2640
H -3.034 -3.871 2.037 0.0 0.0 0.0 0.2739
H -1.459 -3.071 1.882 0.0 -0.1 0.0 0.2687
H -1.973 -4.257 0.667 0.0 0.0 0.0 0.3572
H -1.450 3.098 -2.299 0.0 0.1 0.0 0.2497
H -2.559 4.275 -1.566 0.0 0.0 0.0 0.3539
H -3.000 3.466 -3.082 0.0 0.0 0.0 0.3055
H -4.943 1.567 -0.583 0.0 0.0 0.0 0.2453
H -5.084 2.673 -1.965 0.0 0.0 0.0 0.3837
H -4.649 3.297 -0.369 0.0 0.0 0.0 0.2962
H -4.516 0.813 -3.083 0.0 0.0 0.0 0.2545
H -4.566 -0.943 -2.831 0.0 0.0 0.0 0.2481
H -3.917 -0.272 -4.338 0.0 0.0 0.0 0.3544
H -0.901 -1.177 -2.374 0.0 0.0 0.0 0.0505
H -1.640 -1.396 -3.968 0.0 0.0 0.0 0.4108
H -2.376 -2.152 -2.535 0.0 0.0 0.0 0.1542
H -2.282 0.734 3.257 0.0 0.0 0.1 0.1151
H -3.794 0.521 4.159 0.0 0.0 0.0 0.4552
H -3.754 1.599 2.748 0.0 0.0 0.0 0.2891
H -5.370 -1.564 1.621 0.0 0.0 0.0 0.2001
H -5.555 0.202 1.542 0.0 0.0 0.0 0.2416
H -5.626 -0.647 3.095 0.0 0.0 0.0 0.3921
C 2.460 -3.501 -0.213 0.0 -0.1 0.0 -0.9617
C 1.643 -2.482 0.235 0.0 0.0 0.0 -0.3003
N 1.595 -1.288 -0.366 0.0 -0.1 0.1 -0.0565
C 2.377 -1.073 -1.423 0.1 -0.1 -0.1 -0.0971
C 3.243 -2.033 -1.937 0.0 -0.1 0.1 0.5286
C 3.258 -3.280 -1.324 0.0 0.1 0.0 -0.3352
C 4.057 -1.775 -3.142 0.2 0.3 0.0 -0.9783
C 4.956 -0.802 -3.313 -0.2 -0.2 0.1 -0.6523
C 5.438 0.152 -2.297 0.2 0.2 0.1 0.8504
C 5.892 1.411 -2.684 -0.1 -0.1 0.0 -0.5745
C 6.320 2.266 -1.684 0.0 0.0 0.0 -0.2568
N 6.343 1.905 -0.405 0.1 0.0 0.1 -0.5445
C 5.952 0.662 -0.145 0.0 0.1 0.0 -0.1728
N 5.501 -0.226 -1.015 -0.3 -0.2 -0.1 -0.3889
H 2.466 -4.455 0.295 0.0 0.0 0.0 0.4302
H 0.990 -2.614 1.089 0.0 0.0 0.0 0.4382
H 2.289 -0.102 -1.895 0.1 0.0 0.0 0.6412
H 3.901 -4.062 -1.708 0.0 0.0 0.0 0.5207
H 3.875 -2.452 -3.970 0.0 0.0 -0.1 0.4386
H 5.404 -0.681 -4.293 0.0 -0.1 0.0 0.3963
H 5.893 1.708 -3.724 0.0 0.0 0.0 0.4187
H 6.659 3.272 -1.908 0.0 0.0 0.0 0.4082
H 6.010 0.341 0.891 0.0 0.0 0.0 0.4737
C 2.817 1.596 3.362 0.0 0.1 -0.1 -1.1928
C 2.576 2.561 2.202 -0.2 -0.2 0.0 -0.3336
P 0.985 2.213 1.349 0.1 0.2 0.0 0.5202
C 0.950 3.541 0.077 0.1 -0.2 -0.1 -0.5961
C 1.778 3.164 -1.153 -0.1 0.0 0.1 -1.1494
C -0.274 2.791 2.565 0.1 -0.1 -0.1 -0.2993
C -0.085 4.178 3.175 0.0 -0.1 -0.1 -1.5748
H 3.787 1.783 3.823 0.0 0.0 0.0 0.4187
H 2.793 0.561 3.012 0.0 0.0 0.0 0.1929
H 2.052 1.703 4.134 0.0 0.0 0.0 0.3151
H 3.373 2.466 1.464 0.0 0.0 -0.1 0.1674
H 2.577 3.598 2.542 0.0 0.0 0.0 0.5063
H 1.309 4.476 0.512 0.0 0.0 0.0 0.6522
H -0.095 3.673 -0.212 0.0 0.1 0.0 0.1853
H 2.820 2.968 -0.888 0.0 0.0 0.0 0.3264
H 1.763 3.973 -1.885 0.0 0.0 0.0 0.4361
H 1.365 2.268 -1.619 0.0 0.0 0.0 0.0272
H -0.304 2.037 3.355 -0.1 0.0 0.0 0.4409
H -1.224 2.731 2.026 -0.1 -0.1 0.1 0.3362
H 0.822 4.223 3.777 0.0 0.1 0.0 0.3116
H -0.924 4.412 3.830 0.0 0.1 0.0 0.4494
H -0.031 4.950 2.406 0.0 0.0 0.0 0.2970

Entry 4:
15
Properties=species:S:1:pos:R:3:forces:R:3:mulliken_charge:R:1 method="wB97M-V/def2-TZVPD" gap_ev="11.1033 / 7.0292" total_charge=0 relative_energy_kj_mol=561.0 fmax_ev_per_a=1.6 lumo_energy_ev="0.5 / -1.3"
C 0.378 -2.005 0.388 -0.2 0.1 0.2 -1.1713
C 1.173 -0.718 0.367 0.5 -0.3 -0.2 0.3049
C 1.012 0.351 -0.646 0.0 -0.1 -0.5 0.0722
C -0.134 0.350 -1.540 -1.2 0.3 -0.6 0.0224
N -1.124 0.485 -2.131 1.5 -0.6 0.3 -0.4897
N 0.652 0.568 0.769 0.9 -0.7 0.3 -0.4334
C -1.705 1.829 0.340 -0.9 0.6 0.3 -0.8165
H -0.576 -1.902 -0.136 0.1 0.0 0.1 0.3509
H 0.951 -2.811 -0.085 -0.1 0.3 0.1 0.2999
H 0.180 -2.297 1.425 0.0 0.0 -0.2 0.2896
H 2.219 -0.866 0.668 -0.3 0.2 0.1 0.3552
H 1.881 0.872 -1.052 -0.2 -0.1 0.3 0.3084
H -0.657 1.748 0.163 -0.5 0.5 -0.1 0.3530
H -2.087 2.695 0.877 0.1 -0.3 0.0 0.2810
H -2.420 1.099 -0.023 0.3 0.1 0.0 0.2735